1.
The following is a DFT calculation (ωB97M-V/def2-TZVPD) of C5H7O4Y as an isolated structure in a non-equilibrium geometry.

For the total energy, the calculation gives -533.69855 a.u. As for the spin multiplicity: 2. Its charge is +1. The calculation puts the energy above the lowest of the compared OMol25 structures with the same formula, charge and spin at 41.7 kJ/mol.

Last column: Mulliken charge in e.
CARTESIAN COORDINATES (ANGSTROEM)
1 C -2.0408 -0.6590 0.3153  -1.196
2 C -2.8199 0.4745 -0.2984  0.157
3 Y 0.0168 1.7035 -0.4069  1.528
4 H 1.1045 -2.5018 -0.4292  0.324
5 O 1.9439 1.7661 0.6547  -0.695
6 O -2.0462 1.6445 -0.3623  -0.666
7 C 1.1317 -0.3582 -0.7580  -0.159
8 O 3.7963 0.6659 1.2587  -0.382
9 C 2.6698 0.7689 0.5944  1.023
10 H -2.3277 -1.6754 0.0284  0.348
11 H -3.1650 0.1756 -1.3077  0.252
12 C 0.5798 -1.6143 -0.8040  -0.696
13 O 2.3487 -0.3580 0.0326  -0.281
14 H -1.4266 -0.4099 1.1885  0.475
15 H -0.0722 -1.7963 -1.6639  0.303
16 H -3.7280 0.6560 0.3094  0.276
17 H 4.0348 1.5179 1.6485  0.392

=====

2.
The following is a DFT calculation (ωB97M-V/def2-TZVPD) of C5H7O4Yb as an isolated structure in a non-equilibrium geometry.

For the total energy, the calculation gives -1653.60399 a.u. As for the spin multiplicity: 2. Its charge is +2. The calculation puts the energy above the lowest of the compared OMol25 structures with the same formula, charge and spin at 248.0 kJ/mol.

Last column: Mulliken charge in e.
CARTESIAN COORDINATES (ANGSTROEM)
1 H -0.4620 -2.0694 -1.1581  0.326
2 H -0.1021 -1.4423 1.4271  0.422
3 H 1.8147 -1.6269 -0.2325  0.298
4 C -1.0960 -1.2466 -0.8257  -0.517
5 C -0.5175 -0.0712 -0.4997  0.808
6 Yb -2.7170 2.5532 0.9694  1.454
7 H -2.1814 -1.2946 -0.9423  0.273
8 O -0.5400 1.9649 -2.3381  -0.388
9 C 0.2534 -0.5872 0.8387  -0.636
10 O -1.2805 1.0614 -0.3375  -0.230
11 C -1.1685 2.1406 -1.3370  0.705
12 H 2.1332 0.1145 0.0253  0.407
13 O -1.8067 3.1141 -0.8425  -0.598
14 C 1.7218 -0.7983 0.4891  -0.492
15 O 2.4177 -1.0868 1.6846  -0.484
16 H 3.3612 -0.9818 1.5366  0.345
17 H 0.1697 0.2563 1.5425  0.307